No. 1
This record from OMol25 describes 2 unconnected molecules or ions with the total composition C5H11NO at a distorted geometry. The level of theory is ωB97M-V with the def2-TZVPD basis set.

```
18
Properties=species:S:1:pos:R:3:mulliken_charge:R:1
H 0.0488 -4.2622 1.6796 0.31
H 3.2441 0.5231 -0.7755 0.27
H -2.6386 -1.1042 -0.7422 0.24
C -0.0007 1.1819 -0.1017 0.52
C -1.9728 -0.5036 -0.0477 -0.61
H -0.5886 3.1385 0.6531 0.33
O -0.7188 -3.7577 1.5403 -0.62
H 2.2804 1.9433 -1.1923 0.37
H -1.7727 1.2202 -1.3918 0.22
H -2.1250 -0.6185 1.0632 0.30
H 1.0416 -0.6435 -0.5369 0.25
C 0.2302 2.4702 0.4265 -1.03
C -1.3541 0.5946 -0.5129 -0.29
N 1.1597 0.3212 -0.3069 -0.29
H 2.3186 0.5075 -2.2828 0.25
H -0.4326 -2.9530 1.1436 0.31
C 2.2719 0.8519 -1.2064 -0.88
H 1.2099 2.4918 0.8608 0.36
```

Results
Relative energy (zero: lowest compared OMol25 entry of this formula, charge and spin)   4.109 eV
Total charge   0
Calculated total energy   -326.98033 Eh
Spin multiplicity   1
Structure (SMILES)   C=CC(=C)NC.O

---

No. 2
This record from OMol25 describes a single C5H11NO molecule. The level of theory is ωB97M-V with the def2-TZVPD basis set.

```
18
Properties=species:S:1:pos:R:3:mulliken_charge:R:1
H -1.9152 -1.2939 0.2271 0.26
C -1.4233 -0.7219 0.9983 -0.68
H -1.4055 0.4842 -2.8963 0.25
H -2.3731 0.0094 -1.4693 0.29
H -1.7422 -0.7752 2.0252 0.18
H 2.5511 -0.3760 0.0115 0.38
H 0.7063 1.2792 1.8211 0.33
C 1.8494 0.0911 -0.6902 -1.25
C 0.6087 0.1943 1.9081 -0.98
H 1.6001 -0.2602 1.9316 0.34
N -0.1519 -0.3262 0.7633 0.17
C -1.3957 0.3663 -1.8099 -0.71
H 2.0514 1.1739 -0.6780 0.24
O -0.3641 -0.5763 -1.5064 -0.45
H 0.0736 -0.0627 2.8205 0.25
H 2.1056 -0.2715 -1.6892 0.34
H -1.1962 1.3341 -1.3353 0.30
C 0.4209 -0.2686 -0.4322 0.74
```

Results
Relative energy (zero: lowest compared OMol25 entry of this formula, charge and spin)   3.716 eV
Total charge   0
Calculated total energy   -326.99478 Eh
Spin multiplicity   1

---

No. 3
This record from OMol25 describes 2 unconnected molecules or ions with the total composition C5H11NO at a distorted geometry. The level of theory is ωB97M-V with the def2-TZVPD basis set.

```
18
Properties=species:S:1:pos:R:3:mulliken_charge:R:1
H -0.1321 -4.3241 2.7717 0.32
H -2.9670 1.0033 -1.4803 0.27
H -2.2154 -0.7527 -1.7237 0.25
H 1.2435 2.0597 -0.2168 0.27
C 2.3975 0.7086 -1.5008 -1.02
H -0.7371 2.3209 0.7189 0.22
H -2.4404 1.4378 1.1492 0.23
H 3.1958 1.4681 -1.1623 0.25
N -1.5308 1.5555 0.7369 -0.49
O 0.2955 -3.9812 3.6245 -0.65
H 2.1124 0.8509 -2.4954 0.26
C -2.3169 0.2033 -1.1122 -0.87
C 1.2721 1.0670 -0.5823 -0.09
H -0.3911 -3.2884 3.7957 0.32
H 2.8658 -0.3157 -1.6249 0.34
C -1.2808 0.6013 -0.3290 0.48
H 0.4216 -0.8171 -0.2836 0.43
C 0.2074 0.2028 -0.2855 -0.53
```

Results
Relative energy (zero: lowest compared OMol25 entry of this formula, charge and spin)   4.683 eV
Total charge   0
Calculated total energy   -326.95925 Eh
Spin multiplicity   1
Structure (SMILES)   C=C(N)/C=C/C.O